ORCA calculation (ωB97M-V/def2-TZVPD) on a molecular structure, C18H16N4OPtS at a distorted geometry.

The geometry in XYZ format:
```
41
Properties=species:S:1:pos:R:3:nbo_charge:R:1
Pt 0.6944 1.4116 0.2876 0.664
O -0.6474 3.0281 1.6265 -0.742
C -0.6739 4.2969 0.9943 -0.104
C -0.2260 4.1854 -0.4390 0.210
C -0.2422 5.3020 -1.2732 -0.222
C 0.2140 5.1864 -2.5737 -0.113
C 0.6738 3.9505 -3.0196 -0.234
C 0.6442 2.8866 -2.1428 0.049
N 0.2076 3.0021 -0.8801 -0.507
H -0.7773 3.1414 2.5770 0.509
H -0.0070 5.0027 1.5104 0.210
H -1.6973 4.6980 1.0136 0.211
H -0.5932 6.2503 -0.8938 0.246
H 0.2258 6.0441 -3.2291 0.249
H 1.0531 3.8186 -4.0201 0.251
H 0.9819 1.8974 -2.4457 0.219
N -0.2377 -2.9516 0.8916 -0.494
C -1.5183 -3.4485 0.6574 0.245
C -1.7867 -4.8041 0.8187 -0.244
C -3.0336 -5.3119 0.4850 -0.115
C -4.0156 -4.4761 -0.0358 -0.149
C -3.7728 -3.1182 -0.1685 -0.174
C -2.5413 -2.5967 0.2039 -0.267
S -2.2781 -0.8449 0.1813 0.886
N -0.6494 -0.6992 0.3721 -0.662
C 0.1620 -1.6821 0.6387 0.445
C 1.5975 -1.3756 0.6707 0.101
C 2.5719 -2.3425 0.4276 -0.198
C 3.9091 -1.9862 0.4781 -0.130
C 4.2413 -0.6719 0.7820 -0.189
C 3.2197 0.2416 0.9844 0.065
N 1.9263 -0.0885 0.9088 -0.453
H 0.4489 -3.6282 1.2037 0.442
H -1.0212 -5.4661 1.1946 0.243
H -3.2339 -6.3647 0.6135 0.257
H -4.9730 -4.8809 -0.3252 0.258
H -4.5365 -2.4640 -0.5585 0.252
H 2.2964 -3.3473 0.1485 0.232
H 4.6773 -2.7175 0.2808 0.256
H 5.2698 -0.3525 0.8269 0.261
H 3.4476 1.2752 1.2273 0.240
```

Its LUMO energy (alpha / beta) is -6.9 / -8.9 eV. The spin multiplicity is 3. The charge is +2.

---

ORCA calculation (ωB97M-V/def2-TZVPD) on a single C18H16N4OS molecule at a distorted geometry.

The geometry in XYZ format:
```
40
Properties=species:S:1:pos:R:3:nbo_charge:R:1
C 6.2370 -1.6441 0.0826 -0.630
C 4.8403 -1.2821 -0.3222 0.020
C 4.6055 -0.6577 -1.5422 -0.245
C 3.3177 -0.3232 -1.9214 -0.188
C 2.2498 -0.6061 -1.0917 -0.273
C 2.4740 -1.2307 0.1332 0.243
N 1.3550 -1.4947 0.9293 -0.647
C 1.2994 -2.0320 2.1661 0.666
O 2.2334 -2.4190 2.8330 -0.606
C -0.1378 -2.1312 2.6848 -0.613
S -0.7783 -0.5368 3.2990 0.306
C -1.4164 0.2103 1.8581 0.023
C -2.1747 1.3901 1.9740 -0.211
C -2.6683 1.9333 0.8180 -0.171
C -2.3697 1.2820 -0.3992 0.145
C -2.8452 1.7670 -1.6943 -0.121
C -3.1622 3.1044 -1.9279 -0.157
C -3.6171 3.4765 -3.1806 -0.254
C -3.7301 2.5010 -4.1606 0.044
N -3.4255 1.2303 -3.9541 -0.408
C -2.9988 0.8745 -2.7609 0.074
N -1.6446 0.1743 -0.4151 -0.194
N -1.1856 -0.3511 0.6788 -0.293
C 3.7694 -1.5658 0.5116 -0.285
H 6.6797 -2.3204 -0.6476 0.218
H 6.2455 -2.1274 1.0557 0.217
H 6.8611 -0.7524 0.1301 0.218
H 5.4362 -0.4346 -2.1958 0.206
H 3.1429 0.1611 -2.8709 0.212
H 1.2419 -0.3483 -1.3848 0.212
H 0.4617 -1.1898 0.5320 0.431
H -0.1542 -2.7883 3.5537 0.259
H -0.8250 -2.4840 1.9175 0.250
H -2.3550 1.8226 2.9453 0.235
H -3.2829 2.8198 0.8367 0.226
H -3.0346 3.8481 -1.1543 0.213
H -3.8695 4.5035 -3.3943 0.222
H -4.0746 2.7440 -5.1569 0.196
H -2.7643 -0.1719 -2.6243 0.213
H 3.9343 -2.0485 1.4608 0.248
```

Its LUMO energy is -0.2 eV. The relative energy (zero: lowest compared OMol25 entry of this formula, charge and spin) comes out at 0.0 kcal per mole. As for the SMILES: Cc1cccc(NC(=O)CSc2ccc(-c3cccnc3)nn2)c1.

---

ORCA calculation (ωB97M-V/def2-TZVPD) on a single C18H16O5S molecule at a distorted geometry.

The geometry in XYZ format:
```
40
Properties=species:S:1:pos:R:3:nbo_charge:R:1
O 3.5991 -1.5862 -4.6738 -0.587
C 3.6532 -1.8181 -3.4489 0.767
O 4.6764 -2.4758 -2.8554 -0.678
C 2.6624 -1.1602 -2.5210 -0.145
C 2.4664 -1.8438 -1.3079 -0.168
C 1.6344 -1.2944 -0.3003 -0.161
C 0.7663 -0.1984 -0.6268 -0.084
C 0.9933 0.3704 -1.8251 -0.234
C 1.8107 -0.0715 -2.8708 -0.125
S -0.1510 1.7711 -2.0721 2.042
O 0.4002 3.0957 -2.6434 -0.881
O -1.2751 1.3019 -2.8694 -0.912
C -0.5802 1.7486 -0.3023 -0.155
C -1.5713 2.5876 0.2594 -0.224
C -2.9194 2.6133 -0.0901 -0.291
C -3.4907 3.7408 0.5091 0.122
O -2.5224 4.4154 1.1615 -0.392
C -1.3310 3.6539 1.1281 0.109
C -0.1283 0.5199 0.2055 0.058
C -0.8007 -0.1006 1.3825 -0.284
C 0.0890 -0.3614 2.6506 -0.377
C -0.4060 -1.7541 3.1937 -0.413
C -1.5090 -2.2921 2.3617 -0.402
C -1.5898 -1.4349 1.0817 -0.394
H 5.3267 -2.7354 -3.6119 0.515
H 3.1171 -2.6412 -0.9840 0.236
H 1.6841 -1.7312 0.6334 0.213
H 1.9357 0.4548 -3.8326 0.270
H -3.4423 1.9253 -0.8393 0.252
H -4.4088 4.1942 0.5098 0.204
H -0.4083 3.8148 1.5699 0.212
H -1.4874 0.5484 1.8861 0.235
H 1.1511 -0.4769 2.3261 0.196
H -0.0438 0.4958 3.3010 0.215
H 0.3321 -2.4206 3.1585 0.202
H -0.6781 -1.7450 4.2181 0.211
H -1.3763 -3.3436 2.0590 0.209
H -2.4163 -2.3628 2.9695 0.204
H -2.6502 -1.3841 0.8749 0.228
H -1.1117 -2.0194 0.2348 0.206
```

Its LUMO energy is -1.0 eV. The relative energy (zero: lowest compared OMol25 entry of this formula, charge and spin) comes out at 60.4 kcal per mole. As for the SMILES: O=C(O)c1ccc2c(c1)S(=O)(=O)C(c1ccoc1)=C2C1CCCC1.

---

ORCA calculation (ωB97M-V/def2-TZVPD) on a molecular structure, C18H17Br6N3O2 at a distorted geometry.

The geometry in XYZ format:
```
46
Properties=species:S:1:pos:R:3:nbo_charge:R:1
C -15.7992 -23.2389 -8.8356 -0.466
Br -17.2780 -22.3140 -9.6889 0.108
Br -14.1221 -23.3603 -9.8649 0.077
Br -16.2920 -25.0664 -8.1966 0.058
H -15.5210 -22.6915 -7.9350 0.223
C -22.2336 -28.8701 -8.6524 -0.439
Br -22.3654 -28.9508 -6.6392 0.065
Br -23.1703 -27.3740 -9.4119 0.117
Br -23.0491 -30.5851 -9.3948 0.037
H -21.1900 -28.8509 -8.9664 0.221
C -17.8813 -28.8137 -14.9170 -0.192
C -18.0485 -30.1414 -15.3072 -0.202
C -18.4898 -30.5048 -16.6010 -0.191
C -18.4924 -29.4876 -17.5974 0.037
C -18.3361 -28.1358 -17.2067 -0.190
C -18.0574 -27.8047 -15.8506 -0.203
N -18.6307 -29.8056 -19.0812 0.514
O -18.8972 -28.8524 -19.8190 -0.374
O -18.3539 -30.9061 -19.5621 -0.363
H -17.7340 -28.6364 -13.8619 0.224
H -17.9255 -31.0012 -14.6654 0.222
H -18.6066 -31.5262 -16.9321 0.243
H -18.1938 -27.3708 -17.9555 0.248
H -17.8999 -26.8090 -15.4630 0.228
N -12.7189 -16.7509 -5.3827 -0.407
C -11.6968 -16.0092 -4.7220 0.023
C -11.2755 -14.7713 -5.2096 -0.265
C -11.8128 -14.2636 -6.3802 -0.165
C -12.8311 -14.9195 -7.0216 -0.263
C -13.1762 -16.1705 -6.5320 0.034
H -11.1307 -16.3203 -3.8565 0.201
H -10.6343 -14.1654 -4.5865 0.217
H -11.5948 -13.2382 -6.6396 0.213
H -13.1877 -14.5664 -7.9779 0.222
H -13.9182 -16.7096 -7.1023 0.191
N -17.0478 -23.2092 -2.4469 -0.414
C -16.1759 -22.2515 -1.9753 0.034
C -15.2207 -22.5525 -1.0118 -0.265
C -15.1391 -23.8031 -0.4829 -0.169
C -16.0372 -24.7817 -0.9385 -0.256
C -17.0062 -24.4270 -1.8568 0.024
H -16.2224 -21.2333 -2.3323 0.199
H -14.4986 -21.7899 -0.7598 0.217
H -14.5052 -24.0168 0.3651 0.218
H -16.1438 -25.7181 -0.4110 0.217
H -17.8138 -25.0887 -2.1329 0.197
```

Its LUMO energy is -0.5 eV. The relative energy (zero: lowest compared OMol25 entry of this formula, charge and spin) comes out at 51.7 kcal per mole.

---

- Number 2 is which compound?
  C18H16N4OS